P) {"formula": "C4H10NO", "method": "the ωB97M-V functional and the def2-TZVPD basis", "symbols": ["C", "C", "O", "H", "H", "H", "H", "C", "C", "N", "H", "H", "H", "H", "H", "H"], "positions_angstrom": [[-0.4944, 1.2625, 1.5261], [0.3519, 0.3122, 1.8895], [0.3858, -0.1508, 3.1677], [-0.5297, 1.6117, 0.5064], [-1.1707, 1.6921, 2.2504], [1.0578, -0.1597, 1.2124], [1.1677, -0.6925, 3.3014], [0.2745, -0.5026, -1.7440], [-0.7580, -1.1086, -1.2047], [0.1218, 0.1735, -3.0632], [1.2710, -0.3830, -1.3474], [-0.7187, -1.5131, -0.2052], [-1.6962, -1.1817, -1.7431], [-0.7900, -0.0329, -3.4779], [0.1885, 1.1905, -2.9494], [0.8400, -0.1208, -3.7304]], "nbo_charge": [-0.5085, 0.1368, -0.6682, 0.1869, 0.2293, 0.1435, 0.4864, -0.0917, -0.3018, -0.6858, 0.2394, 0.2648, 0.2188, 0.4485, 0.4513, 0.4503], "homo_lumo_gap_ev": 8.06, "lumo_ha": -0.14571, "total_charge": 1}



Q) {"formula": "C4H10NO", "method": "the ωB97M-V functional and the def2-TZVPD basis", "symbols": ["C", "C", "C", "C", "N", "O", "H", "H", "H", "H", "H", "H", "H", "H", "H", "H"], "positions_angstrom": [[1.4922, 0.4867, 0.0105], [-1.0462, -0.0749, -0.3826], [2.7889, -0.1851, -0.0693], [-1.7320, -1.3590, 0.0620], [-1.7413, 1.2758, 0.0191], [0.3177, -0.1468, -0.1866], [1.5154, 1.5504, 0.4047], [3.6279, -0.0775, 0.6798], [3.1555, 0.3975, -1.0166], [2.7916, -1.3173, -0.1605], [-1.0974, -2.1950, 0.3313], [-2.3780, -1.8308, -0.6968], [-2.3694, -1.2783, 0.8584], [-1.6100, 1.4729, 1.0560], [-2.6413, 1.3005, -0.5402], [-1.0736, 1.9810, -0.3693]], "nbo_charge": [0.2281, 0.2793, -0.7290, -0.7075, -0.7638, -0.4033, 0.1758, 0.2813, 0.2634, 0.2661, 0.2660, 0.2480, 0.2229, 0.4437, 0.4865, 0.4424], "homo_lumo_gap_ev": [7.21, 8.59], "lumo_ha": [-0.16020, -0.13985], "total_charge": 1}



R) {"formula": "C4H10NO", "method": "the ωB97M-V functional and the def2-TZVPD basis", "symbols": ["C", "C", "C", "C", "N", "O", "H", "H", "H", "H", "H", "H", "H", "H", "H", "H"], "positions_angstrom": [[1.6933, -2.9449, 0.9016], [-1.2106, 2.1530, 0.6257], [1.2627, -1.8817, 0.2215], [-1.4982, 1.4224, -0.6751], [-0.4259, 0.5636, -0.8081], [0.4945, 0.8320, -1.6382], [1.2369, 0.1170, -1.3712], [2.7872, -3.2342, 0.7904], [1.1405, -3.7412, 1.2816], [-0.4822, 2.9308, 0.6509], [-2.2308, 2.5142, 0.8583], [-1.1952, 1.4093, 1.3623], [2.1282, -1.3080, -0.1298], [0.3270, -1.7312, -0.1122], [-1.6909, 2.0881, -1.5216], [-2.3363, 0.8108, -0.4363]], "nbo_charge": [-0.2947, -0.5781, -0.4680, -0.3316, 0.3161, -0.2906, 0.5616, 0.2082, 0.2039, 0.2568, 0.2741, 0.2477, 0.1722, 0.1861, 0.2531, 0.2832], "homo_lumo_gap_ev": 6.14, "lumo_ha": -0.27507, "total_charge": 1}



S) {"formula": "C4H10NO", "method": "the ωB97M-V functional and the def2-TZVPD basis", "symbols": ["C", "C", "C", "C", "N", "O", "H", "H", "H", "H", "H", "H", "H", "H", "H", "H"], "positions_angstrom": [[-0.9894, 1.7465, -2.3160], [-1.5903, 0.5940, -2.0342], [0.4941, -1.1795, 0.3495], [1.2096, -0.3821, 2.5425], [0.9331, -1.4727, 1.4978], [0.2638, 0.0042, -0.0090], [-1.2311, 2.7179, -1.8734], [-0.1782, 1.9335, -3.0315], [-2.3324, 0.8311, -1.2772], [0.0189, 0.1992, -0.9158], [0.2249, -1.9852, -0.4612], [0.4999, -0.5186, 3.4886], [2.2905, -0.3177, 2.6831], [0.7687, 0.5347, 2.0192], [-1.3405, -0.2840, -2.5488], [0.9583, -2.4214, 1.8866]], "nbo_charge": [-0.3260, -0.5028, 0.5514, -0.4518, -0.5012, -0.6185, 0.2115, 0.2048, 0.2374, 0.5492, 0.2150, 0.2595, 0.2504, 0.2458, 0.2231, 0.4522], "homo_lumo_gap_ev": 10.95, "lumo_ha": -0.12725, "total_charge": 1}



Relative energies in hartree: P) 0.0035; Q) 0.1129; R) 0.1541; S) 0.0000



P) {"formula": "C4H5N2", "method": "the ωB97M-V functional and the def2-TZVPD basis", "symbols": ["C", "C", "C", "C", "N", "N", "H", "H", "H", "H", "H"], "positions_angstrom": [[-0.4206, -0.6819, 1.5340], [0.3008, 0.1733, -1.5116], [-0.5935, 0.0627, 0.3091], [0.2756, -0.8592, -0.4318], [0.7440, -1.2000, 0.7140], [-0.3840, 1.0450, -0.5239], [-0.2967, -0.2558, 2.5283], [-1.1969, -1.3718, 1.8269], [1.2697, 0.5155, -1.8897], [-0.2525, -0.0457, -2.4777], [0.5543, 2.6179, -0.0778]], "nbo_charge": [-0.2923, -0.2707, 0.3122, 0.2708, -0.1688, -0.3454, 0.2731, 0.2836, 0.2672, 0.2863, 0.3840], "homo_lumo_gap_ev": [7.49, 8.74], "lumo_ha": [-0.28244, -0.24271], "total_charge": 1}



Q) {"formula": "C4H5N2", "method": "the ωB97M-V functional and the def2-TZVPD basis", "symbols": ["C", "C", "C", "C", "N", "N", "H", "H", "H", "H", "H"], "positions_angstrom": [[3.3206, -0.2085, 0.0653], [-0.7742, 0.7134, -0.5952], [-1.3779, 0.2407, 0.6498], [-1.4954, -1.1253, 0.2923], [2.1764, -0.2455, 0.0550], [-1.4685, -0.5431, -0.8954], [4.2944, -0.0331, 0.2550], [-1.2906, 1.6564, -1.2100], [0.4058, 0.6341, -0.6836], [-1.9953, 0.9346, 1.3398], [-1.7952, -2.0238, 0.7270]], "nbo_charge": [0.1902, -0.3259, 0.0670, 0.1253, -0.4026, -0.0710, 0.2341, 0.2772, 0.3420, 0.2857, 0.2781], "homo_lumo_gap_ev": 10.54, "lumo_ha": -0.21514, "total_charge": 1}



R) {"formula": "C4H5N2", "method": "the ωB97M-V functional and the def2-TZVPD basis", "symbols": ["C", "C", "C", "C", "N", "N", "H", "H", "H", "H", "H"], "positions_angstrom": [[2.5133, -1.4591, 1.8011], [1.6846, -0.7950, 1.0348], [0.1411, -0.0050, -0.0820], [0.1242, -1.0628, 0.9384], [1.4377, 0.2473, 0.0936], [-0.8522, 0.5871, -0.6590], [-0.0849, -2.0472, 0.5567], [-0.4954, -0.8681, 1.8099], [2.2432, 1.8302, -0.4900], [-1.8090, 0.4935, -0.4316], [-0.6935, 1.3003, -1.2738]], "nbo_charge": [0.3580, -0.2570, 0.5147, -0.4062, -0.4257, -0.6937, 0.2767, 0.2833, 0.4881, 0.4447, 0.4171], "homo_lumo_gap_ev": [6.63, 6.63], "lumo_ha": [-0.27988, -0.27981], "total_charge": 1}



Relative energies in hartree: P) 0.1593; Q) 0.0000; R) 0.1348



P) {"formula": "C6H8N", "method": "the ωB97M-V functional and the def2-TZVPD basis", "symbols": ["C", "C", "N", "C", "C", "C", "C", "H", "H", "H", "H", "H", "H", "H", "H"], "positions_angstrom": [[3.7365, -1.3016, 0.1737], [2.4965, -0.9289, 0.3372], [1.2739, -0.6052, 0.6180], [0.0214, -0.3022, 0.8224], [-1.4084, 0.1742, 1.4544], [-1.1737, -0.2054, -0.0076], [-1.3187, 0.9125, -0.9882], [4.1793, -1.5900, -0.8197], [4.4746, -1.2472, 0.9949], [-1.8861, -0.4478, 2.2057], [-1.2755, 1.1606, 1.7628], [-1.3984, -1.1408, -0.3841], [-1.2312, 1.8043, -0.4320], [-2.2982, 0.8546, -1.4742], [-0.6412, 0.8607, -1.8691]], "nbo_charge": [-0.4264, 0.4358, -0.3344, 0.4330, -0.3114, -0.2818, -0.6065, 0.2966, 0.2945, 0.2704, 0.2504, 0.2670, 0.2205, 0.2522, 0.2401], "homo_lumo_gap_ev": 9.62, "lumo_ha": -0.19276, "smiles": "C=C=[N+]=C1C[C@H]1C", "total_charge": 1}



Q) {"formula": "C6H8N", "method": "the ωB97M-V functional and the def2-TZVPD basis", "symbols": ["C", "C", "C", "C", "N", "C", "C", "H", "H", "H", "H", "H", "H", "H", "H"], "positions_angstrom": [[2.7517, -0.6994, -0.0827], [1.8946, 0.1246, -0.2663], [0.5932, 0.8695, -0.5377], [-0.1820, 1.4700, 0.6585], [-0.5191, 0.2197, 0.0472], [-0.8392, -1.1915, 0.2843], [-1.6848, -0.4680, -0.5429], [3.6239, -1.2046, 0.4571], [0.4870, 1.1762, -1.5786], [0.3167, 1.4829, 1.6397], [-0.8977, 2.2860, 0.5097], [-1.1212, -1.6137, 1.2394], [-0.0849, -1.7132, -0.2023], [-1.7053, -0.5765, -1.5464], [-2.6330, -0.1619, -0.0791]], "nbo_charge": [-0.1379, -0.1066, -0.0719, -0.1729, -0.2200, -0.1802, -0.1733, 0.2896, 0.2703, 0.2646, 0.2549, 0.2612, 0.2408, 0.2379, 0.2435], "homo_lumo_gap_ev": 11.90, "lumo_ha": -0.10310, "smiles": "C#C[C@@H]1C[N+]12CC2", "total_charge": 1}



Relative energies in hartree: P) 0.0000; Q) 0.0103